C35H81N3O7 | ωB97M-V with the def2-TZVPD basis set

Summary:
Orbital gap, eV: 7.01
LUMO, eV: 0.373
Max |F|, eV/Å: 8.32
SMILES: CC1(C)CCCC(C)(C)N1O.CC1(C)CCCC(C)(C)N1O.CC1(C)CCCC(C)(C)N1O.CCO.CCO.CCO.CCO
Energy relative to the best compared isomer or geometry (same formula, charge and spin), kJ/mol: 410.8
Molecular weight, g mol⁻¹: 656.05

XYZ file:
```
126
Properties=species:S:1:pos:R:3:forces:R:3
O 0.70726 -4.30878 1.49989 0.327 0.589 -0.275
O 1.72118 -0.01948 6.55031 0.982 -0.716 -0.914
O 1.31278 2.46741 5.27295 -0.348 1.699 -0.784
O -1.83984 -1.96175 -3.24258 1.371 -5.150 2.057
O -1.35159 -2.56440 0.65574 -0.568 0.154 0.961
O 0.43645 5.23586 -1.37076 2.748 0.794 -2.771
O 3.13885 -3.44756 0.54144 2.177 -3.780 4.137
N 2.51575 -2.78853 -0.33678 -4.802 4.945 -3.651
N -2.37997 -0.84655 -3.59800 -0.804 7.119 -4.222
N 0.39596 4.67669 -0.18340 0.117 -3.026 4.284
C 3.77771 -0.70126 -0.08667 1.191 -0.095 -1.219
C -0.02330 2.09886 4.95109 0.461 0.883 0.483
C 2.02799 -6.31672 1.81608 0.286 -0.628 0.390
C -3.05415 0.01125 -2.62576 0.084 -2.273 0.896
C -1.82815 -0.65689 2.04315 2.093 -1.146 0.529
C -1.48999 3.56267 -1.34495 0.076 -0.656 -0.382
C -4.00641 1.35310 -4.56516 -0.592 0.770 -0.041
C -1.71484 -2.17827 2.00815 1.675 1.879 -2.513
C 2.42222 -1.35162 -0.00810 -0.655 -0.504 0.188
C -0.35807 2.46625 0.56019 -1.667 -1.019 0.413
C -4.25687 -0.76852 -2.12064 -1.866 -0.533 -0.449
C -1.87107 4.49629 0.92037 -0.300 0.819 -0.618
C 2.19473 -3.36585 -1.60883 1.000 -0.490 -2.089
C 1.44139 4.88794 0.90991 -0.030 0.256 -2.104
C -3.44010 1.40083 -3.12249 -0.901 -1.517 -1.655
C -3.66408 -1.93266 -5.44817 1.640 1.209 -2.903
C 1.46462 -0.63044 -0.99106 0.506 2.388 1.343
C 1.00898 5.90061 1.95138 0.760 0.759 0.569
C 2.72619 5.45633 0.26293 -0.221 0.747 -1.364
C -2.98952 0.67479 -5.44550 -0.966 -0.681 0.234
C -2.60833 -0.76311 -5.06344 -0.008 -1.048 0.108
C -2.08240 0.21280 -1.47536 0.212 0.715 -0.557
C 0.58130 2.57476 1.73479 0.066 1.782 0.316
C 1.87602 -1.22666 1.48277 -0.303 1.015 -1.260
C 1.00905 -5.37639 2.37581 -2.052 -0.289 -0.935
C -0.79136 3.83191 0.01727 -0.787 0.330 -0.477
C 0.73691 -1.49013 4.83212 -1.129 0.649 -0.945
C 1.89748 -1.23423 5.71993 1.275 -0.051 1.382
C -0.89228 3.37904 4.84414 0.502 0.497 0.350
C 1.08113 -2.59695 -2.33812 0.423 0.066 -1.247
C -1.26511 -1.00470 -5.88087 -0.399 -0.179 -0.780
C 1.79398 3.48577 1.48216 -0.456 1.087 1.463
C 1.66347 -4.74309 -1.45185 1.980 -1.585 -0.611
C 3.45457 -3.51727 -2.54875 -0.146 2.006 0.969
C 1.38982 -1.13114 -2.39204 -1.054 0.036 0.831
H 3.88902 -2.48835 -2.70322 -0.190 -1.176 -0.265
H 0.46544 -0.55472 -0.58612 -0.414 -0.522 0.349
H 2.32492 3.64777 2.44085 -0.506 0.073 -0.035
H -4.97270 0.81882 -4.65936 0.271 0.463 0.290
H 3.55477 5.50811 0.95960 -0.032 -0.155 0.413
H 2.32142 -5.31125 -0.79018 -0.145 -0.048 0.075
H -3.32397 0.73433 -6.47529 -0.114 -0.392 -0.301
H 1.00887 -2.96664 -3.40461 -0.126 -0.045 1.274
H -2.55380 -2.69474 2.32054 -2.177 -0.826 0.516
H -1.33255 1.92829 0.85650 1.449 0.559 -0.219
H -4.16796 -1.82444 -1.74088 0.631 1.065 -0.557
H -1.48012 -1.86637 -2.35103 0.184 0.080 -0.185
H 2.88858 -1.19313 5.18348 -1.110 0.182 0.160
H 4.19079 -4.15045 -2.08750 0.544 -0.166 0.581
H -1.71283 4.36765 -2.04166 0.175 0.604 0.455
H -0.81013 2.92579 -1.89349 0.124 -0.243 -0.398
H 2.85227 -5.62994 1.75818 1.104 -0.328 -0.600
H 4.23114 -0.62861 -1.11138 -0.755 -0.296 0.511
H -2.45406 3.02527 -1.30584 0.592 0.149 0.785
H 0.13981 -2.75615 -1.80644 0.061 -0.167 -0.065
H -2.13651 1.30707 -5.40904 1.190 0.286 0.100
H -1.80091 3.20522 4.27239 -0.288 -0.199 0.293
H -0.67660 -1.79960 -5.45469 0.000 -0.578 0.213
H 0.08199 1.83704 -0.23481 -0.061 0.511 0.181
H -2.12887 -0.52482 3.05544 -0.221 1.156 0.943
H -2.34373 5.42762 0.47285 0.610 -1.132 0.156
H -3.12136 -2.87484 -5.46307 0.099 -0.073 0.119
H -1.41635 -1.26041 -6.98958 -0.202 0.349 1.599
H -0.85266 -3.34662 0.87673 0.754 -0.870 -0.754
H -4.76414 -0.21829 -1.35587 -0.294 0.416 0.871
H 1.94090 6.42155 2.34635 -1.253 -0.840 0.080
H 0.00522 1.46987 4.07222 -0.441 0.165 -0.599
H -1.48296 4.82072 1.85560 0.559 0.227 0.869
H -1.16677 0.69114 -1.88895 -0.549 -0.160 0.642
H -0.30772 5.77143 -1.37234 -1.968 2.294 -0.552
H 3.01691 4.79061 -0.54104 0.186 -0.168 -0.240
H 2.67381 6.48886 -0.22362 -0.482 -1.265 0.833
H 0.40115 6.70172 1.53328 -0.033 -0.062 -0.289
H 0.70417 -0.60863 4.21150 -0.474 0.439 -0.516
H -5.00921 -0.78442 -2.93860 0.372 -0.253 0.312
H -4.05990 -1.79981 -6.50770 0.704 0.015 0.995
H 0.91190 -2.29772 4.08333 -0.140 0.190 0.983
H 1.77979 0.46907 -0.97021 -0.192 -1.237 -0.159
H -2.52479 1.91034 -3.20442 1.152 1.090 0.022
H 0.01566 -5.73630 2.45493 -0.890 -1.472 0.408
H 2.58540 3.06452 0.92319 0.460 -0.789 -1.352
H -0.59158 -0.13238 -5.86629 -0.505 -0.050 0.152
H 2.61660 0.16549 6.90423 -0.858 -0.139 -0.079
H 3.65193 0.31992 0.20786 0.343 0.646 0.669
H -0.81226 -0.20687 1.82738 -1.089 -0.461 0.481
H 0.41235 5.42232 2.71809 0.134 0.126 0.497
H -1.84472 -0.69181 -0.96785 0.402 -0.983 0.338
H -2.50081 -0.21353 1.36502 -1.092 0.172 -0.760
H 1.74153 1.69728 5.59873 0.431 -1.183 0.546
H 0.73152 -4.63781 -1.00501 -1.922 -0.617 0.539
H 1.98601 -2.04411 6.42452 0.205 -0.494 0.386
H -1.09972 3.82055 5.84379 -0.189 -0.723 -0.464
H 4.53628 -1.23580 0.49264 -0.131 0.307 0.373
H -0.27914 -1.54871 5.33679 1.430 -0.266 -0.397
H -0.32964 1.43950 5.74690 -0.810 -0.089 0.428
H -4.09426 2.38801 -5.02581 -0.360 -0.996 0.918
H 1.02459 -1.86638 1.59927 -0.573 -0.371 -0.136
H 3.22468 -4.04032 -3.45531 -0.336 0.188 -0.744
H 1.49754 -0.20011 1.68313 0.486 -0.508 -0.287
H 2.28533 -0.95514 -2.87718 2.168 0.147 -1.092
H 1.77129 -6.75393 0.83805 -0.020 0.516 0.355
H -2.66758 3.80319 1.17222 -0.236 -0.198 -0.245
H 0.08373 2.98292 2.61687 -0.340 0.348 -0.362
H 2.55802 -1.48651 2.27321 0.724 -0.066 0.057
H 0.89001 1.65026 2.13699 0.586 -1.367 -0.041
H -2.58513 0.78896 -0.70816 0.190 0.547 0.090
H -0.43103 4.25861 4.34180 0.347 -0.967 0.008
H 2.31193 -7.16818 2.46958 -0.303 0.669 -0.080
H -4.53849 -2.08591 -4.89363 -1.030 0.327 1.490
H 1.72767 -5.28774 -2.42840 -0.728 0.530 0.783
H 0.69219 -0.52076 -2.95225 -0.628 -0.134 -0.115
H 1.52514 -3.85409 1.28345 0.127 0.131 -0.173
H 1.19394 -4.99508 3.34057 1.029 0.390 1.343
H 4.05079 -3.44966 0.32778 2.094 -0.212 -0.069
H -0.91805 -2.49127 2.65414 0.593 -0.037 0.543
H -4.07231 1.86226 -2.37247 -0.203 0.138 -0.032
```
Positions in Å, forces in eV/Å.